16
Properties=species:S:1:pos:R:3:forces:R:3 method="wB97M-V/def2-TZVPD" homo_energy_ev="-6.78 / -6.60" de_lowest_kj_mol=688.4 homo_lumo_gap_ev="7.68 / 7.49"
C 1.461 -0.232 0.603 0.075 0.133 0.016
C -0.428 2.352 0.808 -1.346 -1.512 -1.587
N -0.373 -1.340 -1.529 1.186 1.196 0.991
C 0.257 0.124 -0.137 -0.093 -4.406 -2.574
N -0.852 -2.496 -0.929 0.141 -0.445 0.295
C -0.811 0.679 -0.431 0.103 5.410 3.198
H 0.551 -1.536 -1.919 -0.196 -0.264 0.003
H -0.328 -2.799 -0.104 -0.112 0.013 -0.162
H -1.825 -2.373 -0.673 0.199 0.103 -0.002
H -1.729 0.848 -0.946 0.098 -0.417 -0.324
H 1.476 -1.313 0.782 -0.033 0.116 -0.008
H 2.360 0.032 0.040 -0.065 -0.020 0.040
H 1.494 0.271 1.572 -0.018 0.049 -0.026
H -1.194 2.998 0.388 0.079 0.236 0.310
H 0.571 2.745 0.647 -0.004 -0.239 -0.116
H -0.630 2.040 1.828 -0.014 0.047 -0.054

***

10
Properties=species:S:1:pos:R:3:forces:R:3 method="wB97M-V/def2-TZVPD" homo_energy_ev=-4.25 de_lowest_kj_mol=32.7 homo_lumo_gap_ev=8.59 charge=-1
O 0.591 0.914 -0.352 0.662 -0.337 0.301
C -0.292 0.139 -0.780 -0.894 -0.593 -0.196
O -1.294 0.459 -1.452 0.164 -0.474 0.029
C -0.164 -1.418 -0.362 -0.876 1.727 -0.109
H -0.734 -1.531 0.565 -0.123 -0.016 -0.004
H -0.648 -2.073 -1.102 0.631 0.168 0.139
H 0.866 -1.567 -0.096 0.494 -0.681 -0.295
H 1.166 0.322 1.320 -0.399 0.375 0.431
H 0.109 -0.326 2.159 -0.156 -0.004 0.121
O 0.931 0.155 2.273 0.497 -0.163 -0.418

***

94
Properties=species:S:1:pos:R:3:forces:R:3 method="wB97M-V/def2-TZVPD" homo_energy_ev=-9.59 homo_lumo_gap_ev=8.87
C 0.710 1.291 -0.257 -0.047 0.288 -0.612
C -0.198 0.288 -0.991 -0.149 0.016 0.381
C -1.055 -0.544 -0.028 0.070 0.182 0.124
C -0.223 -1.396 0.955 -0.082 -0.043 -0.050
C -0.598 -2.883 0.991 0.057 -0.081 0.061
C -0.659 -3.528 -0.406 0.134 0.071 0.180
C -0.158 -4.974 -0.451 -0.053 -0.014 -0.094
C 1.355 -5.086 -0.229 -0.056 -0.032 0.235
C 1.962 -6.385 -0.756 -0.171 0.123 0.179
N 1.682 -6.546 -2.189 0.852 -0.368 0.291
C 2.547 -5.910 -3.043 -0.312 0.028 0.062
O 3.472 -5.215 -2.751 0.042 0.124 0.039
O 2.208 -6.139 -4.379 -0.023 -0.005 -0.069
Br 0.776 -5.097 -4.828 0.039 -0.096 -0.112
H 1.722 0.912 -0.094 -0.173 -0.039 0.274
H 0.267 1.631 0.683 0.108 -0.131 0.017
H 0.833 2.178 -0.889 0.090 -0.061 0.141
H 0.412 -0.379 -1.611 -0.115 0.081 -0.055
H -0.875 0.841 -1.651 0.115 -0.132 -0.064
H -1.754 -1.163 -0.599 0.099 -0.012 0.030
H -1.671 0.160 0.548 -0.004 -0.114 -0.078
H -0.314 -0.971 1.960 0.130 -0.098 -0.073
H 0.839 -1.331 0.686 -0.106 0.038 -0.010
H -1.551 -3.028 1.516 0.053 0.033 -0.121
H 0.152 -3.408 1.596 -0.083 0.080 -0.029
H -1.682 -3.478 -0.791 0.112 -0.018 -0.031
H -0.034 -2.934 -1.087 -0.113 -0.081 -0.021
H -0.400 -5.394 -1.433 0.020 0.025 0.109
H -0.686 -5.582 0.297 0.032 0.054 -0.098
H 1.867 -4.236 -0.694 -0.030 -0.098 -0.040
H 1.580 -5.037 0.843 0.047 0.079 -0.129
H 1.533 -7.243 -0.229 -0.041 0.086 -0.150
H 3.039 -6.387 -0.571 -0.052 -0.029 -0.074
H 1.499 -7.500 -2.471 -0.382 0.198 -0.206
C -2.996 4.790 4.118 -0.099 -0.048 -0.056
C -1.699 4.075 3.789 0.025 0.022 0.087
O -1.771 3.252 2.637 0.015 -0.102 -0.009
C -2.085 3.905 1.421 -0.026 0.003 -0.116
C -1.081 4.968 1.009 0.085 -0.008 0.083
H -3.802 4.062 4.229 -0.015 0.023 0.050
H -2.892 5.336 5.056 0.003 -0.030 0.025
H -3.291 5.505 3.348 0.070 0.020 -0.004
H -1.446 3.391 4.600 0.006 0.011 0.012
H -0.872 4.789 3.706 -0.017 0.010 -0.055
H -3.098 4.323 1.454 0.016 0.030 0.045
H -2.097 3.111 0.673 -0.011 -0.018 0.013
H -1.041 5.799 1.715 -0.055 0.008 -0.008
H -1.348 5.375 0.034 -0.006 -0.027 -0.018
H -0.082 4.534 0.944 0.005 0.008 -0.026
C -4.286 -0.119 7.917 0.045 -0.013 -0.047
C -4.567 1.309 7.482 -0.037 0.010 0.049
O -3.741 1.767 6.427 0.042 0.051 -0.004
C -3.824 1.042 5.211 0.057 0.012 -0.137
C -5.207 1.034 4.584 -0.038 0.024 0.074
H -3.241 -0.231 8.208 0.000 -0.002 0.004
H -4.914 -0.375 8.771 0.005 0.012 0.017
H -4.496 -0.839 7.125 -0.038 0.002 0.010
H -4.364 1.991 8.307 -0.003 0.006 -0.001
H -5.626 1.427 7.224 0.005 -0.025 -0.028
H -3.457 0.018 5.343 -0.035 -0.005 0.043
H -3.125 1.542 4.539 0.008 -0.011 0.000
H -5.942 0.523 5.209 0.011 -0.035 -0.017
H -5.173 0.518 3.624 0.017 0.016 -0.016
H -5.558 2.054 4.417 -0.001 0.000 -0.011
C 1.369 -1.176 -5.326 -0.016 0.074 0.017
C -0.039 -1.615 -5.688 0.055 -0.046 -0.015
O -1.038 -0.648 -5.429 -0.052 -0.029 0.034
C -0.906 0.582 -6.118 0.003 0.076 -0.001
C -0.932 0.454 -7.632 -0.001 -0.072 0.000
H 1.419 -0.883 -4.276 0.002 0.001 0.007
H 2.067 -1.998 -5.490 -0.007 -0.021 0.016
H 1.703 -0.331 -5.930 0.012 -0.026 -0.029
H -0.317 -2.470 -5.071 -0.055 0.014 0.024
H -0.081 -1.947 -6.732 0.016 0.035 -0.009
H -0.001 1.110 -5.795 0.022 -0.032 -0.013
H -1.755 1.178 -5.784 -0.001 0.001 0.008
H -0.084 -0.118 -8.011 0.023 0.033 0.004
H -0.891 1.445 -8.086 -0.018 0.011 0.005
H -1.848 -0.040 -7.958 -0.002 0.004 -0.003
C 5.908 0.415 -0.600 0.013 0.050 0.043
C 4.705 1.077 -1.249 -0.010 -0.052 -0.037
O 4.324 2.304 -0.651 -0.068 -0.009 0.017
C 5.296 3.333 -0.664 0.034 0.050 0.025
C 5.742 3.750 -2.055 -0.034 -0.049 -0.033
H 5.726 0.251 0.463 0.000 -0.005 0.000
H 6.097 -0.550 -1.073 -0.018 -0.013 0.004
H 6.813 1.015 -0.702 0.004 -0.014 -0.036
H 3.830 0.434 -1.143 -0.005 0.001 -0.010
H 4.873 1.207 -2.324 0.029 0.022 0.008
H 6.162 3.055 -0.053 0.007 -0.030 -0.029
H 4.814 4.173 -0.165 -0.001 -0.002 0.009
H 6.250 2.943 -2.584 0.033 0.009 0.020
H 6.437 4.587 -1.984 -0.010 0.018 0.008
H 4.885 4.061 -2.654 0.001 0.005 -0.001

***

78
Properties=species:S:1:pos:R:3:forces:R:3 method="wB97M-V/def2-TZVPD" homo_energy_ev="-12.43 / -12.52" homo_lumo_gap_ev="3.80 / 3.95" charge=+2
Rh 1.411 0.775 0.531 -0.655 -1.583 -1.008
F 6.535 2.955 -0.398 -0.020 -0.032 0.012
C 5.757 2.462 0.540 0.047 0.074 0.009
F 5.399 3.399 1.395 0.005 -0.036 -0.047
F 6.362 1.469 1.172 -0.005 -0.009 0.027
S 4.241 1.748 -0.244 0.274 0.202 -0.220
O 3.408 1.373 0.922 -0.236 0.110 0.319
O 4.623 0.616 -1.048 -0.053 -0.097 -0.031
N 3.701 2.981 -1.036 -0.064 -0.218 0.008
S 2.237 2.962 -1.607 0.196 0.525 -0.067
O 1.619 1.625 -1.438 -0.246 -0.379 0.417
O 2.107 3.532 -2.894 0.019 -0.130 -0.017
C 1.319 4.087 -0.428 -0.243 0.020 -0.164
F 1.371 5.317 -0.874 0.058 -0.051 0.064
F 0.046 3.680 -0.356 0.207 0.048 -0.006
F 1.857 4.007 0.783 -0.013 -0.058 0.088
C -4.609 0.568 -0.316 -0.154 0.313 0.034
C -3.278 1.229 -0.101 1.780 -1.511 -0.108
C -3.024 1.736 1.290 -0.393 0.321 -0.064
C -2.839 2.143 -1.210 -0.322 0.361 0.173
Si -1.785 -0.453 -0.254 -2.614 0.364 -0.471
O -0.422 0.300 -0.045 1.996 1.357 1.230
C -2.306 -1.696 1.015 0.327 -0.226 -0.104
C -3.520 -2.393 0.983 0.019 0.045 -0.018
C -3.825 -3.336 1.952 0.025 0.017 0.048
C -2.921 -3.603 2.972 0.020 -0.006 0.009
C -1.704 -2.938 3.011 -0.019 -0.017 0.063
C -1.401 -1.995 2.040 -0.144 -0.120 -0.012
C -1.968 -0.924 -2.046 0.317 -0.355 0.058
C -1.219 -0.203 -2.986 -0.026 -0.043 0.010
C -1.295 -0.508 -4.337 0.009 -0.010 -0.059
C -2.117 -1.545 -4.772 0.014 -0.018 -0.005
C -2.856 -2.274 -3.851 -0.021 0.028 -0.044
C -2.783 -1.963 -2.499 0.070 -0.033 -0.016
H -5.352 1.376 -0.372 -0.085 -0.073 -0.012
H -4.899 -0.076 0.511 0.012 -0.025 0.012
H -4.666 0.027 -1.262 0.025 -0.026 0.004
H -3.774 2.512 1.496 0.066 0.067 0.151
H -2.044 2.208 1.372 0.037 0.014 -0.014
H -3.149 0.962 2.049 0.006 -0.025 -0.008
H -3.433 3.063 -1.118 0.054 0.076 -0.135
H -3.038 1.724 -2.194 0.001 -0.016 -0.014
H -1.789 2.425 -1.132 -0.069 -0.043 -0.006
H -4.245 -2.207 0.200 0.018 0.021 0.014
H -4.770 -3.862 1.913 0.011 0.008 0.007
H -3.164 -4.335 3.731 0.009 0.005 -0.012
H -0.991 -3.157 3.796 -0.016 -0.011 0.008
H -0.443 -1.498 2.064 0.086 0.035 0.019
H -0.589 0.616 -2.652 -0.024 -0.006 -0.029
H -0.744 0.085 -5.059 -0.022 0.006 -0.008
H -2.195 -1.771 -5.828 0.007 0.003 0.013
H -3.497 -3.080 -4.186 0.007 0.023 -0.002
H -3.359 -2.555 -1.796 0.031 0.029 -0.025
N 2.587 -2.030 -4.040 0.002 0.065 0.159
C 3.038 -1.998 -2.597 0.099 -0.024 -0.034
C 1.930 -1.397 -1.742 -0.271 0.084 -0.253
N 2.345 -1.202 -0.353 0.000 0.970 0.472
H 3.323 -2.380 -4.656 0.048 -0.031 -0.021
H 2.335 -1.091 -4.358 -0.034 0.039 -0.043
H 1.764 -2.623 -4.165 -0.091 -0.026 -0.021
H 3.934 -1.378 -2.563 0.001 -0.020 0.006
H 3.290 -3.019 -2.317 0.010 -0.017 -0.016
H 1.034 -2.022 -1.762 -0.015 0.032 0.039
H 1.654 -0.427 -2.158 -0.013 -0.051 0.020
H 3.321 -0.907 -0.312 0.067 -0.026 -0.026
H 2.239 -2.050 0.191 -0.137 0.053 0.171
N 1.296 0.569 7.871 -0.002 -0.012 -0.112
C 1.287 0.515 6.724 0.008 0.010 0.134
C 1.274 0.448 5.290 -0.038 0.005 -0.050
C 2.351 -0.099 4.599 -0.033 -0.044 -0.031
C 2.306 -0.128 3.221 0.094 -0.159 -0.108
N 1.261 0.340 2.525 0.124 0.172 -0.190
C 0.216 0.849 3.196 -0.186 0.001 -0.172
C 0.183 0.926 4.571 0.069 -0.072 0.018
H 3.211 -0.489 5.124 -0.003 0.007 -0.013
H 3.130 -0.531 2.648 0.021 0.077 0.017
H -0.614 1.187 2.593 -0.014 0.054 0.005
H -0.675 1.350 5.074 -0.010 -0.003 -0.023